#P
{"formula": "H80O40", "method": "ωB97M-V with the def2-TZVPD basis set", "elements": ["H", "H", "O", "H", "H", "O", "H", "H", "O", "H", "H", "O", "H", "H", "O", "H", "O", "H", "O", "H", "H", "O", "H", "H", "O", "H", "H", "O", "H", "H", "O", "H", "O", "H", "H", "O", "H", "H", "O", "H", "H", "O", "H", "H", "O", "H", "H", "O", "H", "H", "O", "H", "O", "H", "H", "O", "H", "O", "H", "H", "O", "H", "H", "O", "H", "H", "O", "H", "H", "O", "H", "H", "O", "H", "H", "O", "H", "H", "O", "H", "H", "O", "H", "H", "O", "H", "H", "O", "H", "O", "H", "H", "O", "H", "H", "H", "H", "H", "H", "O", "H", "H", "O", "H", "H", "O", "H", "H", "O", "H", "H", "O", "H", "H", "O", "H", "H", "O", "H", "H"], "coordinates": [[2.854, -1.063, -1.207], [1.858, -0.992, -2.408], [1.993, -0.716, -1.494], [-5.006, 1.637, 1.001], [-5.178, 1.162, 2.185], [-5.787, 1.213, 1.414], [1.246, -2.256, 3.947], [1.675, -0.844, 3.178], [1.752, -1.795, 3.257], [3.272, 1.573, 4.570], [1.944, 1.119, 4.653], [2.758, 1.010, 5.177], [-3.901, 5.367, -0.595], [-2.464, 5.410, -0.375], [-3.114, 5.755, -1.001], [-1.159, -1.831, 3.806], [-1.418, -0.903, 3.884], [-3.060, -1.260, -4.820], [-2.945, -1.500, -3.884], [-2.428, 0.320, 2.746], [-1.418, 0.667, 1.889], [-2.380, 0.773, 1.872], [0.816, -2.289, -6.531], [-0.160, -1.289, -6.310], [-0.151, -2.223, -6.536], [-0.272, -4.369, -2.427], [0.474, -4.880, -1.186], [-0.369, -4.927, -1.653], [-6.583, -1.071, 1.953], [-6.020, -2.353, 2.576], [-6.015, -1.397, 2.660], [-1.332, -1.491, 2.262], [-0.947, -2.048, 1.564], [3.192, 4.434, 0.474], [4.015, 5.299, 1.349], [4.114, 4.590, 0.713], [6.175, 0.228, -3.133], [4.730, 0.310, -3.840], [5.653, 0.078, -3.917], [-0.119, 1.160, 3.002], [1.504, 0.761, 2.722], [0.668, 0.646, 3.179], [-5.570, -2.779, 0.369], [-5.405, -2.967, -1.105], [-6.061, -3.094, -0.411], [1.528, 1.750, -0.294], [2.281, 2.391, -1.561], [1.964, 2.524, -0.615], [0.007, -3.573, 5.296], [1.527, -3.276, 5.558], [0.655, -2.888, 5.480], [2.322, 0.702, -2.494], [2.194, 1.559, -2.935], [1.627, 5.030, 2.115], [1.823, 3.827, 1.028], [1.370, 4.608, 1.293], [-3.731, -3.379, 1.016], [-4.028, -2.822, 1.758], [-0.399, 2.982, 2.285], [-0.514, 4.228, 2.876], [-0.811, 3.333, 3.095], [-0.749, -1.867, -4.005], [-0.531, -3.457, -4.376], [-0.243, -2.678, -3.922], [-0.741, 2.117, -0.083], [0.072, 3.541, 0.048], [-0.595, 2.934, 0.365], [-0.754, 6.145, 1.204], [0.557, 6.715, 0.724], [-0.209, 6.934, 1.257], [-1.245, 2.387, -2.642], [-0.857, 0.862, -2.151], [-0.772, 1.581, -2.788], [2.745, -2.251, 1.819], [1.892, -2.005, 0.663], [2.791, -2.301, 0.843], [-3.269, -0.313, -0.448], [-2.755, 1.118, -0.420], [-3.287, 0.509, -0.930], [-2.925, 3.055, 2.592], [-2.868, 2.392, 3.869], [-3.497, 2.899, 3.353], [4.370, -2.820, -1.851], [5.381, -2.925, -2.946], [5.055, -3.402, -2.174], [-1.933, -3.806, -0.642], [-1.820, -2.558, -1.421], [-2.389, -2.953, -0.743], [-0.943, 5.350, -3.091], [-0.023, 5.500, -3.334], [0.741, -0.084, -0.400], [-0.627, -0.727, 0.180], [-0.162, 0.065, -0.104], [1.291, 1.632, -3.264], [-0.673, -0.659, 4.446], [-3.624, -1.954, 1.747], [-3.069, -0.564, -3.633], [-1.598, -2.207, 0.865], [0.298, 5.424, -2.424], [4.418, 1.566, 1.974], [4.016, 1.207, 1.175], [4.680, 0.742, 2.388], [4.697, -0.561, -1.440], [4.850, -1.513, -1.242], [5.226, -0.286, -0.670], [-3.915, -4.791, -0.133], [-4.824, -5.038, 0.126], [-4.170, -4.907, -1.060], [5.196, 2.189, -0.369], [4.423, 2.689, -0.664], [5.648, 2.933, 0.044], [-1.458, 0.840, -5.247], [-1.016, 1.618, -4.931], [-1.052, 0.232, -5.849], [2.675, -4.899, -2.628], [2.008, -4.752, -3.304], [2.565, -5.784, -2.276], [1.070, -4.734, 3.714], [0.686, -4.056, 3.138], [2.000, -4.488, 3.601]], "lowdin_charge": [0.03, 0.08, -0.05, 0.02, 0.03, -0.08, -0.01, 0.00, -0.06, 0.03, 0.00, -0.06, 0.05, 0.01, -0.05, 0.06, -0.04, 0.05, -0.06, 0.05, 0.00, -0.05, 0.06, 0.00, -0.04, 0.00, 0.04, -0.04, 0.03, 0.02, -0.07, -0.01, -0.06, -0.01, 0.05, -0.04, 0.02, 0.01, -0.06, 0.03, 0.06, -0.04, 0.00, 0.03, -0.06, 0.00, 0.04, -0.06, 0.06, 0.06, -0.04, 0.01, -0.04, 0.08, 0.00, -0.05, 0.00, -0.06, -0.01, 0.04, -0.06, 0.01, 0.04, -0.06, -0.01, 0.02, -0.04, 0.01, 0.02, -0.04, 0.05, 0.03, -0.04, 0.00, 0.01, -0.07, 0.02, 0.00, -0.02, 0.00, 0.01, -0.06, -0.01, 0.05, -0.03, 0.04, 0.05, -0.07, 0.02, -0.05, 0.00, 0.01, -0.05, 0.04, 0.07, 0.03, 0.04, 0.00, 0.03, -0.05, 0.01, 0.04, -0.07, 0.04, 0.07, -0.08, 0.07, 0.07, -0.07, 0.01, 0.04, -0.03, 0.02, 0.01, -0.04, 0.03, 0.05, -0.05, 0.03, 0.06], "homo_ev": -10.446, "gap_ha": 0.354}



#Q
{"formula": "H80O40", "method": "ωB97M-V with the def2-TZVPD basis set", "elements": ["H", "H", "O", "H", "H", "O", "H", "H", "O", "H", "H", "O", "H", "H", "O", "H", "O", "H", "O", "H", "H", "O", "H", "H", "O", "H", "H", "O", "H", "H", "O", "H", "O", "H", "H", "O", "H", "H", "O", "H", "H", "O", "H", "H", "O", "H", "H", "O", "H", "H", "O", "H", "O", "H", "H", "O", "H", "O", "H", "H", "O", "H", "H", "O", "H", "H", "O", "H", "H", "O", "H", "H", "O", "H", "H", "O", "H", "H", "O", "H", "H", "O", "H", "H", "O", "H", "H", "O", "H", "O", "H", "H", "O", "H", "H", "H", "H", "H", "H", "O", "H", "H", "O", "H", "H", "O", "H", "H", "O", "H", "H", "O", "H", "H", "O", "H", "H", "O", "H", "H"], "coordinates": [[3.374, 3.636, 3.226], [3.290, 4.178, 1.887], [2.779, 3.596, 2.574], [-0.322, 4.539, -4.750], [0.669, 4.341, -3.317], [-0.236, 4.064, -3.832], [-1.854, -1.116, -3.710], [-2.369, -0.379, -2.426], [-2.287, -1.302, -2.781], [-4.061, -3.769, -2.783], [-2.736, -3.506, -3.087], [-3.556, -4.131, -3.457], [-0.273, -1.979, -3.927], [-0.130, -2.057, -5.387], [0.147, -2.496, -4.469], [1.470, 5.614, 2.746], [1.119, 5.715, 3.628], [2.559, 1.116, 2.457], [1.764, 0.827, 2.041], [4.104, 1.369, 4.098], [4.142, 0.112, 3.307], [4.326, 1.096, 3.247], [-2.164, 3.475, -2.666], [-3.090, 4.420, -3.369], [-3.094, 3.623, -2.991], [-2.430, -0.110, 5.212], [-3.302, -1.379, 5.391], [-2.439, -0.999, 5.655], [2.078, -2.573, 5.320], [2.315, -2.058, 3.806], [2.675, -2.040, 4.783], [-0.831, 2.195, 0.611], [0.187, 2.313, 0.806], [2.985, -1.613, -4.208], [3.729, -0.545, -5.027], [2.933, -0.730, -4.585], [2.136, 4.764, -0.928], [3.588, 4.574, -0.486], [2.933, 5.207, -0.785], [3.840, -0.941, 0.715], [2.972, 0.246, 0.554], [3.385, -0.422, 0.192], [-0.878, -3.833, 3.670], [-0.344, -4.999, 2.546], [-0.171, -4.078, 2.852], [1.136, 1.884, 6.451], [1.024, 2.318, 4.964], [0.679, 2.585, 5.942], [-3.358, 3.336, -1.159], [-4.395, 3.783, 0.061], [-3.654, 3.293, -0.242], [-3.436, 4.341, 3.179], [-4.082, 3.991, 2.465], [3.866, 0.721, -2.400], [3.878, 0.960, -0.941], [4.098, 1.298, -1.655], [0.045, 0.022, 3.650], [0.204, -0.624, 4.531], [2.540, -0.555, 5.515], [1.447, -0.317, 6.671], [2.195, 0.089, 6.140], [-4.488, 0.077, -0.803], [-4.260, 1.227, 0.196], [-4.066, 0.293, 0.010], [0.719, -3.714, -2.591], [1.630, -2.744, -2.907], [1.393, -3.054, -2.101], [-2.448, -1.439, -6.397], [-1.956, 0.032, -6.357], [-1.618, -0.813, -6.408], [1.953, -5.351, -3.098], [2.286, -4.321, -1.787], [2.421, -5.359, -2.121], [0.976, 0.218, -0.119], [-0.046, -0.482, -1.018], [0.897, -0.519, -0.852], [-1.818, 2.262, 5.143], [-2.801, 1.596, 4.191], [-2.518, 1.702, 5.071], [-0.482, 4.644, 0.298], [-1.709, 3.908, 0.362], [-1.112, 4.216, -0.333], [-0.964, -4.113, -0.800], [-0.354, -2.710, -1.395], [-1.178, -3.286, -1.291], [-5.683, -0.037, 1.785], [-5.904, 0.383, 3.286], [-6.090, -0.279, 2.541], [-4.892, -3.185, -0.055], [-5.211, -2.894, -0.910], [-0.005, -5.342, -3.338], [-0.111, -4.321, -4.454], [0.365, -4.968, -4.079], [-4.368, 3.397, 3.214], [1.260, 5.010, 4.250], [-0.585, -0.639, 4.972], [1.644, 1.199, 1.211], [0.448, 2.688, -0.061], [-4.927, -2.155, -1.411], [0.144, -6.285, 1.340], [1.048, -6.432, 1.621], [-0.289, -6.833, 0.864], [6.570, 1.337, -2.016], [5.968, 1.910, -2.746], [6.240, 0.623, -1.649], [1.244, -2.063, 2.344], [0.798, -2.645, 1.777], [1.893, -1.503, 1.868], [-0.139, 0.098, -3.081], [-0.337, 0.356, -2.301], [0.422, 0.652, -3.530], [4.459, -1.843, -2.344], [4.754, -2.359, -1.530], [3.597, -1.431, -2.115], [1.156, 2.116, -4.165], [1.385, 2.251, -5.127], [0.281, 2.454, -4.016], [-6.337, 0.236, -1.511], [-6.706, -0.174, -0.473], [-5.692, 0.758, -1.637]], "lowdin_charge": [-0.03, 0.11, -0.02, 0.13, 0.16, -0.15, 0.07, 0.05, -0.10, -0.07, 0.09, -0.11, -0.10, 0.14, -0.02, 0.01, -0.06, -0.01, -0.03, 0.01, 0.09, -0.03, 0.05, -0.02, -0.01, 0.00, 0.06, -0.09, 0.06, 0.07, -0.10, 0.12, -0.09, 0.02, 0.02, -0.02, -0.02, 0.04, -0.01, 0.00, -0.07, 0.09, 0.16, -0.01, -0.15, 0.01, 0.10, -0.13, 0.00, 0.03, -0.06, 0.09, -0.10, 0.06, -0.15, 0.03, 0.14, -0.08, -0.05, 0.08, -0.12, -0.03, 0.02, -0.05, 0.10, -0.03, -0.08, 0.13, -0.01, -0.05, 0.07, 0.06, -0.24, 0.07, 0.02, -0.06, -0.01, 0.03, 0.03, 0.07, 0.02, -0.09, 0.06, 0.03, -0.10, -0.08, 0.08, -0.03, 0.06, -0.03, 0.02, -0.04, 0.02, 0.05, 0.01, -0.08, -0.05, 0.05, 0.00, 0.05, 0.08, -0.05, -0.09, 0.16, -0.10, -0.07, 0.00, 0.03, 0.04, -0.09, -0.03, -0.08, 0.09, 0.01, -0.08, 0.10, -0.02, -0.06, 0.24, -0.13], "homo_ev": -9.786, "gap_ha": 0.322}



#R
{"formula": "H80O40", "method": "ωB97M-V with the def2-TZVPD basis set", "elements": ["H", "H", "O", "H", "H", "O", "H", "H", "O", "H", "H", "O", "H", "H", "O", "H", "O", "H", "O", "H", "H", "O", "H", "H", "O", "H", "H", "O", "H", "H", "O", "H", "O", "H", "H", "O", "H", "H", "O", "H", "H", "O", "H", "H", "O", "H", "H", "O", "H", "H", "O", "H", "O", "H", "H", "O", "H", "O", "H", "H", "O", "H", "H", "O", "H", "H", "O", "H", "H", "O", "H", "H", "O", "H", "H", "O", "H", "H", "O", "H", "H", "O", "H", "H", "O", "H", "H", "O", "H", "O", "H", "H", "O", "H", "H", "H", "H", "H", "H", "O", "H", "H", "O", "H", "H", "O", "H", "H", "O", "H", "H", "O", "H", "H", "O", "H", "H", "O", "H", "H"], "coordinates": [[2.666, 0.235, 5.896], [3.455, 0.283, 4.666], [2.734, -0.264, 5.116], [-3.256, 0.037, 5.973], [-2.157, -0.457, 5.197], [-3.019, 0.014, 4.992], [1.003, 4.505, 0.057], [1.087, 3.399, 0.824], [1.664, 3.964, 0.491], [5.431, 2.674, -3.063], [4.113, 2.629, -2.134], [4.445, 2.523, -3.138], [-1.570, -5.697, -3.075], [-1.093, -4.289, -3.235], [-1.059, -5.103, -2.617], [-2.575, -0.909, -2.298], [-2.056, -0.141, -1.930], [-0.993, 1.538, 4.210], [-1.603, 1.689, 3.575], [-5.701, -1.226, 2.777], [-5.452, 0.157, 2.394], [-5.082, -0.596, 2.828], [4.139, -2.599, -0.943], [2.968, -1.772, -1.865], [3.327, -1.960, -0.926], [0.205, -2.542, -4.133], [0.211, -3.027, -2.727], [-0.372, -2.703, -3.360], [-2.040, 3.909, 0.666], [-2.052, 2.777, -0.537], [-1.648, 3.666, -0.149], [1.217, 0.838, -0.029], [0.664, 1.237, 0.622], [5.836, -0.027, 1.964], [5.385, 0.975, 2.939], [5.411, 0.069, 2.747], [-0.846, 0.588, 2.801], [-0.716, 0.167, 1.370], [-1.084, -0.080, 2.049], [-1.455, -2.762, 5.289], [-0.011, -2.533, 5.681], [-0.827, -2.295, 6.013], [4.265, -3.319, 4.113], [2.835, -3.390, 3.583], [3.538, -3.804, 3.884], [1.841, -4.193, -1.581], [1.517, -3.071, -0.597], [1.550, -3.314, -1.533], [1.429, -1.433, 0.547], [-0.010, -1.801, 0.880], [0.775, -2.095, 0.441], [0.876, -6.003, 2.351], [0.766, -5.729, 1.417], [1.754, 3.371, -2.439], [0.600, 2.153, -2.070], [1.283, 2.485, -2.788], [-4.810, -1.101, -1.899], [-4.955, -0.292, -1.440], [-5.156, 2.248, -0.153], [-5.850, 0.976, -0.650], [-6.027, 1.804, -0.433], [0.741, -0.680, -1.610], [0.758, 0.133, -2.863], [1.002, 0.139, -1.873], [-4.428, -4.690, 0.095], [-4.085, -3.479, 0.960], [-4.871, -3.954, 0.673], [-2.872, -3.219, -2.631], [-3.205, -3.005, -1.290], [-3.354, -2.493, -2.156], [3.456, -0.018, 2.352], [2.160, 0.165, 1.891], [2.875, 0.740, 2.174], [2.698, 4.542, 1.903], [2.328, 5.299, 3.330], [3.032, 4.881, 2.929], [-1.683, 1.506, -4.767], [-2.726, 1.573, -3.590], [-2.124, 2.163, -4.189], [0.063, 6.095, -0.345], [-0.572, 4.871, -1.083], [0.179, 5.356, -1.098], [3.029, -0.111, -4.212], [4.216, -0.841, -4.595], [3.354, -0.979, -4.187], [1.624, 0.031, -5.985], [1.935, 1.589, -5.436], [2.055, 0.815, -5.861], [-2.756, 1.738, 2.029], [-3.070, 1.704, 1.147], [3.493, -0.624, -0.629], [3.226, 0.358, 0.336], [3.891, 0.293, -0.364], [1.364, -6.366, 1.119], [-2.620, 0.357, -1.281], [-4.534, -0.590, -0.561], [-2.430, 1.314, 4.062], [1.421, 1.325, 1.300], [-2.793, 0.956, 0.511], [1.363, -1.540, 3.262], [1.912, -1.602, 4.040], [0.393, -1.782, 3.262], [-1.878, 3.723, -2.427], [-2.458, 4.175, -1.783], [-2.092, 3.543, -3.309], [-2.457, -2.270, 2.458], [-2.138, -1.394, 2.084], [-3.261, -1.743, 2.875], [-3.420, 0.169, -4.932], [-3.473, 0.578, -4.010], [-3.551, 0.924, -5.562], [5.180, 2.099, 1.132], [4.747, 3.003, 1.072], [4.648, 1.713, 0.629], [-1.567, -3.571, -0.125], [-1.542, -3.779, 0.848], [-1.089, -4.394, -0.632], [1.466, 5.238, -4.207], [1.635, 4.281, -4.242], [1.295, 5.352, -3.251]], "lowdin_charge": [0.02, 0.09, -0.04, 0.11, 0.06, -0.08, -0.02, -0.06, 0.00, 0.05, 0.09, -0.14, -0.01, 0.05, -0.06, 0.01, -0.07, 0.01, -0.03, -0.02, 0.04, 0.02, 0.16, 0.10, -0.08, 0.09, -0.04, -0.03, 0.04, 0.12, -0.11, -0.01, -0.04, -0.01, 0.01, 0.01, 0.08, -0.14, -0.02, 0.13, -0.03, -0.07, 0.00, -0.08, 0.05, 0.04, 0.00, -0.06, 0.01, 0.03, -0.01, 0.06, -0.03, 0.09, 0.08, -0.15, 0.01, -0.05, 0.07, -0.13, -0.04, -0.04, 0.11, -0.05, 0.09, -0.02, -0.10, 0.06, 0.06, -0.10, 0.04, 0.00, -0.07, 0.11, -0.05, -0.14, 0.08, 0.07, -0.11, 0.16, -0.08, -0.04, -0.03, 0.06, -0.03, 0.00, -0.02, 0.04, -0.01, -0.05, -0.04, -0.02, -0.10, 0.00, 0.02, 0.10, 0.09, 0.07, 0.08, -0.07, -0.01, 0.07, -0.08, 0.06, -0.03, -0.14, 0.00, 0.06, -0.10, 0.03, 0.07, 0.02, 0.10, -0.16, -0.13, 0.04, 0.11, -0.07, 0.01, 0.01], "homo_ev": -10.312, "gap_ha": 0.362}



#S
{"formula": "H80O40", "method": "ωB97M-V with the def2-TZVPD basis set", "elements": ["H", "H", "O", "H", "H", "O", "H", "H", "O", "H", "H", "O", "H", "H", "O", "H", "O", "H", "O", "H", "H", "O", "H", "H", "O", "H", "H", "O", "H", "H", "O", "H", "O", "H", "H", "O", "H", "H", "O", "H", "H", "O", "H", "H", "O", "H", "H", "O", "H", "H", "O", "H", "O", "H", "H", "O", "H", "O", "H", "H", "O", "H", "H", "O", "H", "H", "O", "H", "H", "O", "H", "H", "O", "H", "H", "O", "H", "H", "O", "H", "H", "O", "H", "H", "O", "H", "H", "O", "H", "O", "H", "H", "O", "H", "H", "H", "H", "H", "H", "O", "H", "H", "O", "H", "H", "O", "H", "H", "O", "H", "H", "O", "H", "H", "O", "H", "H", "O", "H", "H"], "coordinates": [[0.510, 0.649, 2.518], [1.027, 0.159, 3.907], [0.655, 0.760, 3.381], [-3.090, -4.871, -2.118], [-3.917, -5.735, -1.015], [-3.044, -5.410, -1.258], [3.217, -1.090, 1.187], [1.771, -1.376, 0.866], [2.456, -0.616, 0.865], [2.168, 3.133, 3.500], [2.422, 3.082, 5.103], [2.891, 2.987, 4.249], [6.229, 2.004, 0.617], [6.300, 2.213, -0.721], [6.579, 1.520, -0.096], [-1.541, -2.016, 0.150], [-2.005, -2.159, -0.852], [-1.622, 1.193, 1.502], [-1.428, 2.239, 1.706], [-0.450, -0.449, -2.648], [-1.499, -1.564, -3.107], [-0.643, -1.311, -2.930], [-3.653, -0.001, 3.053], [-4.585, -1.230, 2.934], [-3.700, -0.999, 3.068], [-1.349, 4.753, 1.871], [-0.689, 3.901, 2.922], [-1.331, 4.644, 2.898], [1.099, -4.103, -3.239], [1.319, -2.799, -2.334], [0.872, -3.709, -2.454], [-0.496, 0.246, -0.910], [0.004, 0.760, -1.465], [-1.832, -1.927, 2.799], [-0.394, -2.593, 2.727], [-0.941, -1.818, 2.473], [-2.776, 0.034, -4.803], [-4.200, 0.093, -5.353], [-3.456, 0.621, -4.999], [3.803, -0.773, -0.924], [4.898, -0.946, -1.929], [4.060, -1.279, -1.603], [2.204, -2.733, 3.348], [1.279, -4.005, 2.691], [1.351, -3.086, 3.109], [0.904, 2.446, -1.678], [1.286, 3.795, -1.279], [1.192, 2.993, -0.796], [-5.218, -1.449, -0.701], [-3.640, -1.714, 0.005], [-4.569, -1.143, 0.047], [2.683, 0.304, -3.644], [1.715, 0.192, -3.981], [-3.974, 4.299, 1.548], [-3.142, 4.454, 2.835], [-4.071, 4.467, 2.533], [0.384, -0.165, -5.195], [0.065, -1.108, -5.373], [3.648, -1.569, 4.532], [4.539, -2.774, 3.894], [3.731, -2.260, 3.834], [-2.882, 0.560, 0.254], [-2.854, -0.518, 1.334], [-2.384, 0.123, 0.904], [4.675, 3.220, -0.785], [3.366, 3.504, 0.030], [4.195, 4.041, -0.387], [1.237, 4.196, -3.221], [2.901, 4.770, -3.035], [1.924, 4.945, -3.112], [3.280, 0.922, 5.431], [2.352, 1.217, 4.348], [2.826, 0.400, 4.722], [2.637, -5.113, -0.735], [3.528, -4.082, 0.150], [2.857, -4.813, 0.151], [-4.837, -3.501, 0.319], [-6.167, -2.842, -0.022], [-5.572, -3.434, -0.385], [0.514, -2.887, 5.127], [-0.944, -2.383, 4.882], [-0.466, -3.133, 5.307], [-1.593, -2.176, -5.342], [-2.283, -3.275, -4.647], [-2.315, -2.671, -5.433], [-1.912, 2.706, 6.025], [-1.810, 2.676, 4.726], [-1.615, 3.306, 5.316], [-3.331, 2.354, -1.805], [-2.913, 2.031, -0.935], [0.130, -3.833, 1.691], [0.025, -4.227, 0.074], [0.136, -3.441, 0.780], [1.786, -0.789, -4.175], [-1.249, -2.360, -1.369], [-0.117, -1.590, -4.456], [-1.943, 2.212, 2.607], [0.757, 0.997, -0.939], [-2.785, 2.933, -0.980], [-2.913, 3.750, -3.650], [-2.815, 4.359, -4.547], [-2.397, 2.933, -3.775], [0.621, 2.596, -4.601], [1.109, 1.775, -4.785], [-0.315, 2.741, -4.854], [-3.934, 1.683, 2.659], [-3.687, 1.889, 1.740], [-4.075, 2.397, 2.988], [-3.672, -3.162, -2.482], [-4.604, -2.855, -2.303], [-3.352, -2.767, -1.597], [5.533, -1.231, 1.175], [5.380, -1.927, 1.803], [5.897, -0.336, 1.529], [4.807, 1.176, -4.038], [5.397, 1.885, -3.715], [3.939, 1.602, -4.389], [2.354, 1.819, 1.716], [2.380, 1.001, 2.171], [2.221, 1.562, 0.825]], "lowdin_charge": [-0.04, -0.04, 0.03, 0.04, 0.02, -0.11, 0.01, 0.10, -0.05, 0.11, 0.06, -0.11, 0.01, 0.03, -0.03, 0.16, -0.13, 0.03, -0.18, 0.00, 0.01, -0.01, 0.04, 0.02, -0.04, 0.11, 0.04, -0.11, -0.01, 0.09, -0.04, 0.00, 0.00, 0.01, 0.00, -0.07, -0.03, 0.07, -0.03, -0.08, 0.04, 0.00, -0.02, 0.10, -0.10, 0.10, -0.01, -0.08, 0.09, 0.10, -0.15, 0.09, -0.13, 0.07, -0.01, -0.08, 0.04, -0.15, 0.06, 0.07, -0.04, 0.00, -0.04, -0.01, 0.04, 0.09, -0.14, 0.04, 0.06, -0.12, 0.07, 0.02, -0.12, 0.02, 0.05, -0.08, 0.11, -0.01, -0.06, 0.06, 0.03, -0.11, -0.11, 0.06, 0.00, 0.07, -0.07, 0.00, 0.09, -0.02, 0.02, 0.13, -0.13, 0.09, 0.00, 0.04, 0.05, 0.03, -0.01, -0.13, 0.15, 0.00, -0.06, 0.01, 0.06, 0.06, 0.07, -0.13, -0.13, 0.06, 0.01, -0.07, 0.00, 0.10, -0.09, 0.05, 0.08, -0.04, -0.02, -0.02], "homo_ev": -10.427, "gap_ha": 0.363}



Of the structures shown above, #Q is the least stable.